DFT (ωB97M-V/def2-TZVPD) results for C7H10Cl10F12NO12P3S2V3 as an isolated structure.

```
! RIJCOSX wB97M-V def2-TZVPD def2/J DEFGRID3
* xyz -2 10
F 31.4210 -8.3278 -5.0632
O 36.0267 -3.2044 -2.3648
C 37.8325 -5.2394 -9.1313
F 39.7875 -6.5700 -4.7605
Cl 40.5558 -3.7790 -5.4366
H 38.4419 -6.1421 -9.1750
O 34.4424 -10.2748 -6.0336
V 38.6241 -5.6711 -2.9925
C 41.7275 -3.6067 -6.7428
F 41.1535 -7.9895 -5.8118
H 41.6250 -11.1421 -1.8890
C 39.5673 -12.0241 -6.2481
F 36.7554 -10.5430 -8.2470
F 38.0729 -6.9428 -6.0102
Cl 36.6599 -5.1771 -7.8673
H 39.5785 -11.1832 -6.9415
V 37.6389 -9.5241 -3.3969
O 33.1375 -6.2263 -7.2188
O 38.5051 -3.5715 -2.4667
H 43.5455 -7.6383 -5.4122
C 41.8191 -10.1658 -2.3331
C 36.0268 -9.4442 -8.1056
O 36.9779 -4.6449 -2.0382
H 42.7028 -3.6115 -6.2561
O 32.9659 -8.6435 -7.4882
Cl 40.2703 -9.2783 -2.4159
H 38.5801 -4.4625 -8.9708
Cl 37.0814 -4.9535 -10.6762
P 36.0526 -7.4701 -2.6752
O 37.2205 -4.7929 -4.2847
H 40.5106 -12.5697 -6.2729
C 44.4331 -7.7702 -6.0310
F 34.9697 -9.5276 -8.9133
P 39.5778 -7.5231 -6.0081
H 42.5419 -9.5454 -1.8032
C 32.6171 -7.7965 -4.8946
Cl 41.4733 -2.2051 -7.7350
V 36.0559 -5.9753 -5.4908
O 35.2965 -6.5271 -3.6368
Cl 45.2632 -9.3522 -5.6303
S 35.4367 -9.3010 -6.2938
N 35.0168 -7.5512 -6.2824
O 37.5231 -7.4554 -2.9639
F 40.0275 -6.4084 -7.1388
H 41.6527 -4.3261 -7.5583
F 32.4752 -6.5943 -4.3662
Cl 42.4674 -10.4258 -3.9356
O 36.5494 -9.4385 -5.3633
Cl 38.4820 -13.1346 -6.9168
Cl 38.9965 -11.5177 -4.6088
F 39.0969 -8.6842 -5.0029
F 39.2531 -8.4957 -7.2816
Cl 44.0045 -7.6036 -7.6811
S 33.4994 -7.5690 -6.6806
O 35.8738 -8.9970 -2.5973
F 33.2784 -8.6064 -4.0321
H 45.1396 -6.9845 -5.7633
O 35.5788 -6.9873 -1.3342
F 36.6573 -8.3395 -8.3827
P 37.2025 -3.6685 -3.1965
*
```

The orbital gap (spin up / spin down) is 2.248 / 2.570 eV. The LUMO energy (spin up / spin down) comes out at 3.085 / 3.073 eV.


DFT (ωB97M-V/def2-TZVPD) results for C7H10Cl12I2NS as an isolated structure.

```
! RIJCOSX wB97M-V def2-TZVPD def2/J DEFGRID3
* xyz 1 1
I -4.9233 0.4995 1.8001
C -1.4591 -0.8692 -1.9061
Cl 2.3620 -4.7890 1.2116
H 0.7131 1.2317 4.0462
C -2.3773 2.4686 1.2355
Cl 0.8709 -2.4020 0.4852
H -0.0662 1.2210 1.7225
Cl 2.9635 -4.7114 -4.4173
Cl -1.8168 -2.5992 -1.9688
Cl 1.0130 5.9364 1.6224
S 0.4301 -0.0497 3.5564
H 2.7471 -2.4296 -4.9302
Cl 3.7077 -2.2156 1.1060
H -2.2107 2.5231 0.1126
H -3.1467 3.2346 1.5786
Cl 1.5919 -3.4959 -6.6747
Cl 1.1742 3.1322 0.8649
H -1.4030 2.7824 1.7447
C 2.0833 -3.2883 -4.9892
Cl 0.6747 -2.9745 -3.9635
Cl 0.2464 -0.5623 -2.2723
H 1.9551 -2.8836 2.5196
C -1.8149 0.0316 2.0590
C 1.3527 4.8073 0.3075
N -0.3405 0.2629 1.9965
Cl -1.8797 -0.2062 -0.3073
H -2.0660 -0.3669 -2.6568
I -2.4886 -1.9254 2.7652
Cl 0.2916 5.1164 -1.0703
H 0.0331 -0.3756 1.2550
C -2.7941 0.9971 1.7066
C 2.1945 -3.0517 1.4725
H 2.3817 4.9512 -0.0120
*
```

The orbital gap is 8.678 eV. The LUMO energy comes out at -3.744 eV.


DFT (ωB97M-V/def2-TZVPD) results for one molecule with the formula C7H10ClFN2S.

```
! RIJCOSX wB97M-V def2-TZVPD def2/J DEFGRID3
* xyz 0 1
H -1.8411 1.1777 -1.8566
C 3.3730 -0.0829 0.1435
C 4.3737 -0.8616 -0.2556
H 4.4829 -1.8576 0.1587
H -1.1655 -0.4495 -2.0859
H -0.5277 2.2307 0.2722
H 0.3859 -1.5253 -0.4503
H -3.7456 0.1974 -0.8954
C 2.4098 -0.5110 1.1215
H 5.0904 -0.5192 -0.9945
H -2.1315 -1.7740 0.5191
C -1.1763 0.1750 0.0489
N -2.9804 -0.4651 -0.9469
N 1.6369 -0.8622 1.9085
S 0.4959 -0.4576 0.3553
C -1.2897 1.5521 0.6744
H -2.2863 1.9632 0.4633
Cl 3.1325 1.5191 -0.4734
H -2.9833 -0.3950 1.2530
C -2.3894 -0.7175 0.3902
C -1.7290 0.1883 -1.3952
F -1.1352 1.4748 2.0452
*
```

Its SMILES is C=C(Cl)C1=[S@H](C2(CF)CNC2)=N1. The orbital gap is 7.451 eV. The LUMO energy comes out at 0.132 eV.


Calculated largest force on an atom, 12.7; 4.3; 7.9 eV/Å (same order as the records).